ORCA calculation (ωB97M-V/def2-TZVPD) on C43H27FeN3O5S3 as an isolated structure.

ORCA input file:
```
! wB97M-V def2-TZVPD RIJCOSX def2/J DEFGRID3
* xyz -2 1
Fe -0.3458 0.6600 0.3513
O -1.0071 5.6907 3.5933
C -1.1470 4.5673 2.8214
C -1.0378 3.2980 3.3558
C -1.1095 2.2265 2.4914
N -1.3010 2.3516 1.1678
C -1.5730 3.5817 0.6848
C -1.4546 4.7105 1.4807
C -2.2045 3.7927 -0.7281
O -2.2176 4.9758 -1.1116
O -2.7189 2.7895 -1.2619
C -1.0307 0.8066 3.0464
O -1.1731 0.6470 4.2576
O -0.8757 -0.0929 2.1607
H -0.7377 5.4048 4.4720
H -0.8725 3.0988 4.4073
H -1.6538 5.6715 1.0313
S -7.0491 -0.9645 -1.0589
C -7.9551 0.4285 -1.4757
C -7.1587 1.5262 -1.5797
C -5.7903 1.2430 -1.3206
C -5.5705 -0.0716 -1.0206
C -4.2820 -0.7068 -0.7258
C -3.1879 0.1410 -0.4420
N -1.9777 -0.3169 -0.2391
C -1.7691 -1.6516 -0.2996
C -2.7812 -2.5763 -0.5517
C -2.4218 -3.9648 -0.6523
C -1.1318 -4.3639 -0.5579
C -0.0727 -3.4162 -0.3438
C 1.2929 -3.7375 -0.2989
C 2.2268 -2.7413 -0.1215
C 1.7713 -1.4097 0.0163
N 0.4991 -1.0954 0.0027
C -0.4125 -2.0751 -0.1855
C 3.6661 -3.0067 -0.0323
C 4.6537 -2.1350 0.3214
C 5.9407 -2.7346 0.3468
C 5.9146 -4.0511 0.0103
S 4.3215 -4.5768 -0.3356
C -4.0754 -2.0683 -0.7554
H -9.0214 0.3626 -1.6194
H -7.5254 2.5087 -1.8395
H -4.9937 1.9755 -1.3971
H -3.2642 1.2239 -0.4461
H -3.2075 -4.6898 -0.8321
H -0.8736 -5.4120 -0.6587
H 1.5978 -4.7739 -0.4002
H 2.4430 -0.5721 0.1619
H 4.4693 -1.1082 0.6029
H 6.8403 -2.2028 0.6207
H 6.7407 -4.7412 -0.0472
H -4.8860 -2.7527 -0.9846
C 1.0040 -0.3524 -5.1344
C 0.0798 -0.8784 -4.2048
C -0.0908 -0.2676 -2.9929
C 0.6333 0.8921 -2.6072
C 0.4601 1.4787 -1.3042
C 1.1313 2.6745 -1.1193
C 1.9820 3.2554 -2.0824
C 2.2036 2.6436 -3.2839
C 1.5210 1.4412 -3.5777
C 1.6948 0.7842 -4.8241
H 1.1509 -0.8392 -6.0926
H -0.5043 -1.7566 -4.4581
H -0.8287 -0.6460 -2.3015
H 1.0356 3.1985 -0.1737
H 2.4821 4.1903 -1.8494
H 2.8808 3.0654 -4.0205
H 2.3912 1.2143 -5.5385
S 2.0108 1.4974 1.8571
C 2.7469 0.2042 2.7642
C 4.1119 0.2481 3.1124
C 4.7238 -0.7814 3.8105
C 4.0050 -1.9110 4.1872
C 2.6525 -1.9692 3.8643
C 2.0306 -0.9361 3.1799
H 4.6834 1.1198 2.8136
H 5.7795 -0.7045 4.0545
H 4.4856 -2.7240 4.7190
H 2.0641 -2.8328 4.1582
H 0.9689 -0.9819 2.9627
*
```

Orbital gap (spin up / spin down) = 5.11 / 5.11 eV
Calculated total energy = -126634.577 eV
Lowest unoccupied orbital energy (spin up / spin down) = 0.1303 / 0.1303 Eh
HOMO energy (spin up / spin down) = -1.559 / -1.568 eV
ΔE to the lowest compared entry with this formula, charge and spin = 5.4 kJ/mol